Formula: C42H63N5O12
Source: OMol25
Level of theory: the ωB97M-V functional and the def2-TZVPD basis

Cartesian coordinates (Å):
C -28.754 18.571 -20.846
C -29.684 19.510 -21.284
C -29.202 20.773 -21.526
N -27.848 20.601 -21.221
C -27.542 19.289 -20.895
H -28.789 17.496 -20.748
H -30.709 19.249 -21.505
H -29.496 21.740 -21.908
H -27.191 21.300 -21.535
H -26.504 19.039 -20.735
C -24.174 21.818 -30.929
C -24.700 20.788 -31.703
C -25.928 20.338 -31.118
N -25.923 20.981 -29.920
C -24.966 21.962 -29.786
H -23.238 22.295 -31.178
H -24.279 20.332 -32.587
H -26.608 19.547 -31.395
H -26.644 20.821 -29.230
H -24.827 22.403 -28.810
C -21.853 15.889 -23.553
C -22.472 17.057 -23.239
C -22.839 17.626 -24.458
N -22.448 16.876 -25.493
C -21.781 15.760 -24.935
H -21.453 15.278 -22.757
H -22.635 17.577 -22.306
H -23.383 18.555 -24.536
H -22.601 17.142 -26.455
H -21.379 14.963 -25.544
C -29.790 26.056 -27.134
C -29.768 25.920 -28.591
C -28.587 25.206 -28.811
N -28.036 24.843 -27.632
C -28.841 25.235 -26.576
H -30.555 26.520 -26.530
H -30.477 26.398 -29.251
H -28.077 25.123 -29.759
H -27.190 24.331 -27.425
H -28.487 25.149 -25.559
C -26.073 17.785 -27.246
C -25.819 16.716 -28.157
C -24.603 16.957 -28.838
N -24.382 18.249 -28.638
C -25.259 18.736 -27.690
H -26.829 17.701 -26.480
H -26.270 15.784 -28.465
H -24.024 16.349 -29.517
H -23.703 18.696 -29.237
H -25.180 19.766 -27.374
O -19.405 18.414 -22.174
C -19.693 19.217 -23.073
C -19.196 19.187 -24.469
C -20.304 20.018 -25.214
C -20.967 20.826 -24.169
O -20.716 20.141 -22.927
H -18.232 19.695 -24.452
H -18.942 18.173 -24.778
H -19.919 20.782 -25.890
H -21.075 19.499 -25.783
H -20.667 21.870 -24.077
H -22.024 20.852 -24.433
O -25.218 22.912 -26.439
C -25.682 22.042 -25.868
C -25.214 21.437 -24.542
C -26.125 20.253 -24.376
C -27.415 20.650 -25.132
O -26.829 21.382 -26.234
H -24.134 21.285 -24.538
H -25.359 22.072 -23.668
H -25.696 19.328 -24.761
H -26.633 19.987 -23.449
H -27.845 19.725 -25.517
H -28.192 21.129 -24.537
O -23.458 21.047 -17.430
C -23.518 21.209 -18.667
C -22.439 20.848 -19.677
C -23.014 21.497 -20.972
C -24.416 21.766 -20.703
O -24.430 21.952 -19.215
H -21.386 21.019 -19.454
H -22.394 19.763 -19.773
H -22.357 22.339 -21.190
H -22.912 20.804 -21.807
H -24.584 22.744 -21.154
H -25.150 21.049 -21.072
O -23.909 24.071 -23.089
C -23.852 25.247 -22.754
C -23.153 25.857 -21.589
C -22.855 27.176 -22.209
C -24.110 27.426 -22.966
O -24.325 26.183 -23.513
H -23.773 25.936 -20.696
H -22.204 25.419 -21.279
H -22.675 27.919 -21.432
H -21.957 27.098 -22.822
H -25.033 27.744 -22.481
H -23.926 28.204 -23.707
O -21.590 22.073 -27.127
C -21.965 23.264 -27.039
C -22.117 24.147 -25.794
C -23.016 25.185 -26.415
C -22.765 25.280 -27.918
O -22.166 24.003 -28.095
H -22.489 23.658 -24.894
H -21.109 24.520 -25.609
H -24.094 25.066 -26.305
H -22.763 26.118 -25.912
H -23.632 25.405 -28.567
H -22.051 26.091 -28.061
C -29.132 19.109 -28.307
O -30.141 19.121 -27.234
H -29.658 19.382 -29.222
H -28.409 19.901 -28.108
H -28.633 18.160 -28.504
H -30.331 18.183 -27.168
C -28.465 16.402 -23.920
O -28.393 17.793 -24.077
H -29.525 16.169 -23.821
H -28.120 15.870 -24.807
H -28.017 16.100 -22.973
H -28.812 18.240 -23.338

As for the strongest force on any atom: 7.0 eV/A. The value obtained for the HOMO energy is -7.920 eV. As for the SMILES: c1cc[nH]c1.c1cc[nH]c1.c1cc[nH]c1.c1cc[nH]c1.c1cc[nH]c1.O=C1CCCO1.O=C1CCCO1.O=C1CCCO1.O=C1CCCO1.O=C1CCCO1.CO.CO. Its gap between HOMO and LUMO is 7.97 eV. The value obtained for the energy relative to the best compared isomer or geometry (same formula, charge and spin) is 0.00 kcal per mole. The value obtained for the electronic energy is -76590.5832 eV. Its spin multiplicity is 1.

Here are the Löwdin charges for atoms 1 to 4, given in e: C -0.094; C -0.167; C -0.089; N -0.011

***

Formula: C42H64N4O14
Source: OMol25
Level of theory: the ωB97M-V functional and the def2-TZVPD basis

Cartesian coordinates (Å):
C 21.959 -6.752 -3.933
C 21.472 -8.048 -3.956
C 21.931 -8.750 -2.880
N 22.776 -7.924 -2.175
C 22.850 -6.699 -2.837
H 21.792 -5.956 -4.643
H 20.788 -8.405 -4.711
H 21.634 -9.685 -2.428
H 23.156 -8.093 -1.254
H 23.447 -5.902 -2.418
C 24.518 -11.162 3.782
C 24.319 -12.149 4.732
C 24.534 -11.613 5.994
N 24.811 -10.291 5.824
C 24.776 -9.992 4.498
H 24.377 -11.230 2.713
H 24.039 -13.173 4.530
H 24.439 -12.079 6.963
H 25.062 -9.679 6.587
H 25.108 -8.986 4.291
C 29.112 -10.184 1.515
C 28.687 -10.972 0.410
C 27.315 -10.830 0.384
N 26.906 -9.951 1.290
C 28.006 -9.548 2.050
H 30.124 -10.049 1.865
H 29.386 -11.534 -0.192
H 26.544 -11.242 -0.250
H 25.988 -9.536 1.362
H 27.900 -8.779 2.801
C 19.175 -11.451 -1.638
C 18.572 -12.666 -1.307
C 18.925 -13.005 0.010
N 19.833 -12.063 0.434
C 19.990 -11.112 -0.551
H 18.996 -10.936 -2.570
H 17.962 -13.302 -1.931
H 18.722 -13.810 0.701
H 20.374 -12.028 1.286
H 20.624 -10.241 -0.485
O 29.471 -7.605 -2.620
C 28.581 -7.249 -1.784
C 28.773 -6.600 -0.421
C 27.334 -6.011 -0.237
C 26.560 -7.110 -0.917
O 27.282 -7.362 -2.043
H 29.074 -7.386 0.271
H 29.601 -5.891 -0.436
H 27.041 -5.921 0.809
H 27.247 -5.017 -0.676
H 26.612 -7.992 -0.279
H 25.549 -6.758 -1.120
O 21.291 -6.565 6.886
C 22.087 -6.126 6.054
C 21.975 -4.892 5.180
C 23.185 -5.048 4.305
C 24.075 -6.093 4.993
O 23.260 -6.663 5.960
H 21.024 -4.793 4.658
H 22.160 -4.017 5.803
H 22.916 -5.407 3.312
H 23.734 -4.111 4.207
H 24.486 -6.821 4.294
H 24.932 -5.683 5.528
O 24.635 -7.804 1.742
C 23.409 -7.804 1.716
C 22.338 -8.522 2.488
C 21.096 -7.833 2.169
C 21.384 -7.427 0.752
O 22.738 -7.225 0.690
H 22.184 -9.557 2.181
H 22.462 -8.529 3.571
H 20.199 -8.438 2.296
H 20.864 -6.995 2.827
H 21.235 -8.244 0.047
H 20.846 -6.594 0.299
O 14.100 -10.102 1.784
C 15.234 -9.897 1.309
C 15.610 -9.984 -0.177
C 16.930 -9.230 -0.097
C 17.523 -9.431 1.274
O 16.371 -9.742 2.057
H 15.786 -11.026 -0.444
H 14.954 -9.427 -0.847
H 17.698 -9.505 -0.820
H 16.711 -8.170 -0.218
H 18.238 -10.253 1.300
H 18.040 -8.518 1.570
O 19.659 -10.937 3.011
C 19.922 -10.861 4.192
C 20.275 -11.919 5.199
C 20.200 -11.148 6.466
C 20.540 -9.707 6.099
O 19.962 -9.606 4.797
H 19.560 -12.741 5.173
H 21.241 -12.381 4.990
H 19.195 -11.271 6.870
H 20.958 -11.511 7.160
H 20.249 -8.925 6.800
H 21.624 -9.653 6.196
O 20.651 -3.798 2.118
C 19.539 -4.276 1.861
C 18.534 -3.818 0.833
C 17.466 -4.896 0.919
C 17.661 -5.457 2.302
O 19.053 -5.331 2.514
H 18.203 -2.798 1.031
H 19.109 -3.808 -0.092
H 16.457 -4.496 0.816
H 17.511 -5.652 0.135
H 17.026 -5.024 3.074
H 17.462 -6.528 2.244
C 23.923 -4.106 0.415
O 24.768 -3.112 -0.181
H 23.268 -3.605 1.127
H 23.379 -4.522 -0.433
H 24.477 -4.954 0.815
H 24.677 -2.375 0.428
C 27.373 -5.941 3.813
O 27.517 -6.679 4.996
H 27.025 -6.607 3.024
H 26.744 -5.052 3.863
H 28.339 -5.548 3.495
H 27.891 -6.126 5.685

As for the strongest force on any atom: 5.5 eV/A. The value obtained for the HOMO energy is -8.089 eV. As for the SMILES: c1cc[nH]c1.c1cc[nH]c1.c1cc[nH]c1.c1cc[nH]c1.O=C1CCCO1.O=C1CCCO1.O=C1CCCO1.O=C1CCCO1.O=C1CCCO1.O=C1CCCO1.CO.CO. Its gap between HOMO and LUMO is 8.28 eV. The value obtained for the energy relative to the best compared isomer or geometry (same formula, charge and spin) is 0.00 kcal per mole. The value obtained for the electronic energy is -79215.0072 eV. Its spin multiplicity is 1.

Here are the Löwdin charges for atoms 1 to 4, given in e: C -0.100; C -0.141; C -0.134; N 0.016